(1)
C21H24N3O4PRuS4 as an isolated structure in a non-equilibrium geometry, computed with the ωB97M-V functional and the def2-TZVPD basis.

Each line ends with the Mulliken spin population.
CARTESIAN COORDINATES (ANGSTROEM)
Ru (-0.2755, 0.8751, 1.5848)  0.894
S (0.8579, 2.9301, 1.6544)  0.012
S (1.8408, 3.0292, 3.4258)  -0.004
S (0.4293, 2.6122, 4.8481)  0.004
S (-0.6893, 1.0685, 4.0131)  -0.002
O (-2.8422, 3.8174, 0.0472)  0.007
C (-1.9830, 2.9618, 0.1762)  0.003
O (-1.9133, 2.1234, 1.1684)  -0.004
C (-0.9186, 2.7673, -0.9160)  0.006
P (-0.3611, 1.0631, -0.6984)  -0.007
C (-1.6864, 0.0713, -1.4901)  0.002
C (-3.0363, 0.3903, -1.3153)  -0.001
C (-4.0270, -0.4193, -1.8563)  -0.001
C (-3.6885, -1.5597, -2.5701)  0.000
C (-2.3517, -1.8865, -2.7436)  0.000
C (-1.3590, -1.0778, -2.2086)  0.002
C (1.0139, 0.7611, -1.8553)  -0.005
C (1.9731, -0.1980, -1.5364)  0.006
C (2.9893, -0.4924, -2.4382)  0.001
C (3.0533, 0.1641, -3.6582)  0.000
C (2.0920, 1.1125, -3.9871)  0.000
C (1.0737, 1.4035, -3.0922)  -0.001
H (-0.0849, 3.4414, -0.7111)  -0.001
H (-1.3291, 3.0022, -1.8959)  -0.001
H (-3.3295, 1.2705, -0.7575)  -0.001
H (-5.0676, -0.1555, -1.7111)  0.000
H (-4.4633, -2.1912, -2.9876)  0.000
H (-2.0753, -2.7791, -3.2905)  0.000
H (-0.3217, -1.3607, -2.3331)  0.000
H (1.8788, -0.7408, -0.6011)  0.000
H (3.7254, -1.2473, -2.1872)  0.000
H (3.8448, -0.0688, -4.3605)  0.000
H (2.1309, 1.6182, -4.9445)  0.000
H (0.3202, 2.1350, -3.3604)  0.000
N (-2.2101, -0.2818, 2.0141)  0.043
C (-2.2237, -1.7417, 2.2092)  -0.002
C (-1.8320, -2.4692, 0.9312)  0.006
C (-0.3239, -2.4863, 0.7114)  -0.015
O (0.2622, -3.5689, 0.6168)  0.009
O (0.2340, -1.3313, 0.6455)  0.041
H (-2.5417, 0.2115, 2.8366)  -0.001
H (-2.8119, -0.0203, 1.2412)  -0.004
H (-3.2109, -2.0853, 2.5333)  0.003
H (-1.5211, -1.9654, 3.0144)  0.001
H (-2.2976, -1.9542, 0.0873)  0.002
H (-2.1977, -3.4950, 0.9460)  0.000
C (3.5039, 1.1167, 0.9116)  0.009
C (2.8674, 0.0973, 1.7871)  -0.005
N (1.6522, 0.0823, 2.3020)  0.010
C (1.5883, -1.0312, 3.1211)  0.001
C (2.7651, -1.6919, 3.0970)  0.000
N (3.5704, -0.9602, 2.2494)  0.000
H (2.8172, 1.4684, 0.1528)  -0.009
H (4.3908, 0.7011, 0.4287)  0.000
H (3.7921, 1.9842, 1.5078)  -0.001
H (0.6941, -1.2531, 3.6734)  0.003
H (3.0986, -2.5916, 3.5815)  0.000
H (4.5140, -1.1755, 1.9891)  0.000

As for the charge: -1. As for the multiplicity: 2. The energy above the lowest of the compared OMol25 structures with the same formula, charge and spin is 25.7 kcal per mole. The calculation puts the HOMO-LUMO gap (alpha / beta) at 6.33 / 6.29 eV. The value obtained for the LUMO energy (alpha / beta) is 2.561 / 2.561 eV.



(2)
One molecule with the formula C5H8ClOPS in a non-equilibrium geometry, computed with the ωB97M-V functional and the def2-TZVPD basis.

Each line ends with the Mulliken charge.
CARTESIAN COORDINATES (ANGSTROEM)
C (-0.8593, 0.5773, -0.4129)  0.698
C (0.2441, 0.1954, 0.4716)  0.420
C (-0.6517, 1.5585, -1.2612)  -0.838
C (-2.1794, -0.1731, -0.3601)  -1.554
C (0.1821, -0.9670, 1.3985)  -0.331
O (1.4058, 0.7737, 0.3178)  -0.336
P (2.7516, 0.2055, -0.6470)  0.265
S (2.6842, -1.7728, -0.5064)  -0.444
Cl (4.2946, 0.6169, 0.5775)  -0.213
H (-1.5038, 1.7848, -1.9828)  0.264
H (0.3510, 2.0140, -1.3521)  0.317
H (-2.2567, -0.9467, -1.0193)  0.377
H (-3.1144, 0.4184, -0.6542)  0.377
H (-2.3117, -0.5316, 0.5823)  0.414
H (-0.7335, -1.6763, 1.4260)  0.321
H (0.5482, -0.5823, 2.3522)  0.301
H (1.1488, -1.4947, 1.0703)  -0.036

The energy above the lowest of the compared OMol25 structures with the same formula, charge and spin is 53.4 kcal per mole. The calculation puts the HOMO-LUMO gap (alpha / beta) at 6.40 / 6.40 eV. The value obtained for the LUMO energy (alpha / beta) is -1.630 / -1.628 eV.



(3)
C13H22BCsF4KO20SV as an isolated structure in a non-equilibrium geometry, computed with the ωB97M-V functional and the def2-TZVPD basis.

Each line ends with the Mulliken charge.
CARTESIAN COORDINATES (ANGSTROEM)
C (1.5903, -2.1863, 2.7637)  -0.113
C (2.4414, -1.1972, 3.0130)  -0.218
C (3.1657, 0.2661, 3.1311)  -0.130
O (2.9880, 0.9967, 1.9192)  -0.292
C (1.7650, 1.6912, 1.7328)  -0.075
O (2.0843, 3.1294, 1.6348)  -0.253
C (0.5462, 1.5545, 2.7189)  -0.286
O (-0.5983, 1.0029, 1.9406)  -0.276
C (-1.6532, 0.5882, 2.7989)  -0.243
F (-1.8126, -0.9056, 2.7119)  -0.334
H (0.9048, -2.9961, 2.2901)  0.273
H (4.2972, 0.0173, 3.2808)  0.070
H (2.8410, 0.8280, 4.1016)  0.301
H (1.3847, 1.4307, 0.6579)  0.093
H (2.7029, 3.3204, 2.3816)  0.219
H (0.2027, 2.6288, 3.0264)  0.261
H (0.6243, 0.9523, 3.6814)  0.458
H (-2.6985, 1.0210, 2.4671)  0.277
H (-1.5188, 0.8616, 3.9180)  0.479
C (-0.1492, -1.9907, -1.7431)  -0.116
C (-1.4880, -2.4017, -1.1520)  0.165
O (-1.5129, -3.8263, -1.2395)  -0.373
S (-0.0001, -4.3920, -1.0769)  1.146
O (0.1858, -4.7888, 0.2951)  -0.720
O (0.2824, -5.2559, -2.1832)  -0.585
O (0.7786, -2.9862, -1.3030)  -0.321
H (-0.1787, -2.0091, -2.8358)  0.214
H (0.1650, -1.0015, -1.4060)  0.242
H (-2.3316, -1.9653, -1.6915)  0.300
H (-1.5530, -2.1308, -0.0958)  -0.103
Cs (-3.2365, -1.3236, 3.7807)  0.862
C (0.2838, 4.7382, -0.4129)  -0.295
C (-0.9407, 5.5609, -0.7944)  0.454
O (-1.4968, 6.1753, 0.1514)  -0.701
O (-1.2439, 5.5216, -2.0132)  -0.565
H (0.4937, 4.8132, 0.6562)  0.148
H (0.1146, 3.6864, -0.6594)  0.113
H (1.1584, 5.0938, -0.9627)  0.233
O (3.2193, 3.3716, 0.1828)  -0.807
V (4.9130, 3.6083, -0.1669)  1.407
O (6.6135, 3.8512, -0.5206)  -1.337
F (-2.7995, -0.6856, -2.8989)  -0.575
C (-0.1572, -8.2333, 1.1460)  0.847
O (1.0219, -7.8738, 1.3978)  -0.584
O (-0.8901, -7.2111, 0.6669)  -0.398
O (-0.7162, -9.3394, 1.2695)  -0.583
H (-0.1282, -6.5962, 0.7298)  0.389
K (7.5850, 5.4591, -0.5545)  0.874
O (-5.7150, 2.8392, 3.0329)  -0.434
H (-4.9734, 3.4795, 3.1610)  0.483
H (-5.9820, 2.7822, 2.0824)  0.480
H (-6.4845, 3.0593, 3.6107)  0.467
O (6.6392, -0.0877, 3.9199)  -0.629
H (7.2784, -0.1867, 3.2020)  0.311
H (7.1019, -0.4336, 4.6943)  0.304
B (-3.0792, 0.3265, -7.6884)  0.522
O (-2.1601, 0.7692, -6.6233)  -0.379
C (-2.1160, -0.1955, -5.7126)  0.625
O (-1.4480, -0.1477, -4.7007)  -0.376
C (-2.9843, -1.2993, -6.1213)  0.714
O (-3.1648, -2.3267, -5.5117)  -0.520
O (-3.5595, -1.0054, -7.2852)  -0.391
F (-2.3803, 0.2425, -8.9406)  -0.359
F (-4.1835, 1.2389, -7.7986)  -0.357

The calculation puts the HOMO-LUMO gap at 1.27 eV. The value obtained for the LUMO energy is -5.522 eV.



(4)
One molecule with the formula C5H9BrO in a non-equilibrium geometry, computed with the ωB97M-V functional and the def2-TZVPD basis.

Each line ends with the Mulliken charge.
CARTESIAN COORDINATES (ANGSTROEM)
C (-0.8530, 2.2492, 0.0628)  -0.757
O (-0.7312, 0.7848, 0.0519)  -0.361
C (0.5480, 0.4154, 0.5536)  -0.191
C (0.7322, -1.0614, 0.6051)  0.100
C (-0.2744, -1.9708, -0.1187)  -1.429
C (1.5790, -0.2357, -0.3051)  -0.340
Br (3.3952, 0.0990, -0.0374)  -0.160
H (-0.2024, 2.7162, -0.6575)  0.280
H (-0.6719, 2.5688, 1.1131)  0.307
H (-1.8833, 2.4851, -0.1509)  0.258
H (0.8383, 0.9010, 1.4602)  0.438
H (1.1310, -1.4110, 1.5607)  0.429
H (-0.9384, -1.2324, -0.5127)  0.378
H (-0.7959, -2.6042, 0.5343)  0.381
H (0.2148, -2.5101, -0.8708)  0.348
H (1.2003, -0.4864, -1.3783)  0.319

The energy above the lowest of the compared OMol25 structures with the same formula, charge and spin is 8.4 kcal per mole. Its SMILES is CO[C@H]1[C@@H](C)[C@@H]1Br. The calculation puts the HOMO-LUMO gap at 10.43 eV. The value obtained for the LUMO energy is 1.031 eV.



(5)
C34H47N5O2PPtS as an isolated structure in a non-equilibrium geometry, computed with the ωB97M-V functional and the def2-TZVPD basis.

Each line ends with the Mulliken charge.
CARTESIAN COORDINATES (ANGSTROEM)
Pt (0.0145, -0.1764, -0.2790)  5.257
N (-0.7191, -1.1782, 1.5913)  -0.721
C (-1.8667, -0.6434, 2.3815)  -0.441
C (-1.5621, 0.5511, 3.2837)  -1.389
C (-1.6237, 1.9326, 2.6025)  -0.088
C (-0.2729, 2.3771, 2.0257)  -1.135
N (0.5310, 1.2431, 1.4861)  -0.772
H (-0.9874, -2.0969, 1.2407)  -0.175
H (0.0829, -1.3041, 2.1992)  0.515
H (-2.2763, -1.4569, 2.9836)  0.612
H (-2.6391, -0.3742, 1.6753)  0.277
H (-0.5861, 0.4248, 3.7750)  0.475
H (-2.3091, 0.5295, 4.0748)  0.391
H (-1.9113, 2.6900, 3.3309)  0.563
H (-2.4083, 1.9402, 1.8530)  0.156
H (0.3062, 2.8361, 2.8315)  0.519
H (-0.4001, 3.1370, 1.2554)  0.424
H (0.6510, 0.5841, 2.2453)  0.358
H (1.4515, 1.5874, 1.2365)  0.273
O (-2.7507, 2.5575, -0.3628)  -0.516
C (-2.0965, 1.6573, -0.7867)  -0.680
O (-1.8638, 0.5334, -0.1336)  -0.740
C (-1.4994, 1.7430, -2.1727)  1.126
C (-2.2024, 2.5363, -3.0822)  -1.112
C (-1.7417, 2.6334, -4.3553)  -0.943
C (-0.5573, 1.9788, -4.7206)  0.986
C (-0.0469, 2.0854, -6.0345)  -0.845
C (1.1035, 1.4515, -6.3887)  -0.845
C (1.8014, 0.7028, -5.4290)  -1.024
C (1.3335, 0.5819, -4.1461)  0.395
C (0.1337, 1.1962, -3.7525)  -0.944
N (-0.3849, 1.0617, -2.4600)  0.344
H (-3.0894, 3.0530, -2.7422)  0.646
H (-2.2738, 3.2224, -5.0941)  0.505
H (-0.5893, 2.6865, -6.7547)  0.468
H (1.4832, 1.5203, -7.3998)  0.456
H (2.7165, 0.2023, -5.7215)  0.544
H (1.8782, 0.0090, -3.4165)  0.797
N (6.4532, 2.7389, -2.6102)  -0.289
C (6.2475, 1.9379, -1.5650)  0.316
S (7.5077, 1.2662, -0.7224)  -0.281
C (4.8400, 1.6438, -1.1529)  1.101
C (4.5841, 0.6775, -0.1818)  -0.754
C (3.2854, 0.3719, 0.1458)  -0.497
N (2.2155, 0.9528, -0.4424)  -0.127
C (2.4638, 1.9503, -1.3033)  -1.376
C (3.7421, 2.3234, -1.6752)  -0.917
H (7.3952, 2.9782, -2.8792)  0.224
H (5.7109, 3.1539, -3.1462)  0.140
H (5.3998, 0.1594, 0.3078)  0.462
H (3.0864, -0.3551, 0.9241)  0.308
H (1.6173, 2.4915, -1.6863)  0.752
H (3.8413, 3.1506, -2.3652)  0.394
C (-0.7118, -4.7278, -2.8019)  -1.711
C (-0.1297, -3.3217, -2.9927)  1.860
C (1.2006, -3.4299, -3.7329)  -1.854
C (-1.1388, -2.4892, -3.7938)  -1.568
P (0.0709, -2.5617, -1.2235)  0.503
C (-1.5501, -2.9745, -0.5029)  -0.201
C (-2.6223, -2.1413, -0.8572)  -0.502
C (-3.9163, -2.4492, -0.4715)  -1.174
C (-4.1616, -3.5866, 0.2885)  -0.884
C (-3.1073, -4.4011, 0.6752)  -1.088
C (-1.8095, -4.1030, 0.2852)  0.121
C (1.5394, -3.4687, -0.3729)  2.224
C (1.5937, -3.0568, 1.0978)  -1.185
C (2.8265, -2.9540, -1.0503)  -1.809
C (1.5123, -4.9973, -0.4532)  -1.989
H (-0.8019, -5.1675, -3.7986)  0.552
H (-1.7064, -4.7063, -2.3619)  0.265
H (-0.0814, -5.3863, -2.2143)  0.355
H (0.9897, -3.6794, -4.7748)  0.584
H (1.8212, -4.2307, -3.3330)  0.344
H (1.7597, -2.5221, -3.7282)  0.306
H (-1.2209, -2.9311, -4.7887)  0.613
H (-0.8237, -1.4580, -3.9196)  0.310
H (-2.1314, -2.5118, -3.3494)  0.328
H (-2.4397, -1.2474, -1.4329)  0.604
H (-4.7350, -1.8045, -0.7665)  0.520
H (-5.1731, -3.8347, 0.5855)  0.460
H (-3.2918, -5.2814, 1.2773)  0.535
H (-1.0128, -4.7651, 0.5881)  0.261
H (1.5896, -1.9754, 1.1934)  -0.435
H (2.5227, -3.4256, 1.5354)  0.772
H (0.7678, -3.4778, 1.6727)  0.258
H (2.7756, -1.8906, -1.2786)  0.249
H (3.0369, -3.4844, -1.9735)  0.398
H (3.6728, -3.1155, -0.3794)  0.507
H (0.6096, -5.4483, -0.0538)  0.291
H (2.3520, -5.3641, 0.1431)  0.574
H (1.6646, -5.3599, -1.4668)  0.432

As for the charge: +3. The calculation puts the HOMO-LUMO gap (alpha / beta) at 3.43 / 3.44 eV. The value obtained for the LUMO energy (alpha / beta) is -11.682 / -11.682 eV.